Entry from OMol25: the molecule C2H2ClFO at a distorted geometry (ωB97M-V/def2-TZVPD).

## Properties
- Energy relative to the best compared isomer or geometry (same formula, charge and spin): 174.4 kJ/mol
- Lowest unoccupied orbital energy: -0.8 eV
- SMILES string: O=C[C@H](F)Cl
- 2S+1: 1

Geometry (Å):
C1 -0.405028 0.278898 -0.339097
C2 0.592968 -0.497853 0.320152
H1 -0.173972 0.538769 -1.332509
H2 0.354326 -0.876481 1.560713
O1 1.804165 -0.575089 -0.260927
F1 -0.334183 1.650114 0.121441
Cl1 -1.838277 -0.518355 -0.069771

Atoms 1-2, force components in eV/Å:
C 0.3407 3.5182 -0.4248
C 9.3055 -1.4201 1.2940



Entry from OMol25: the molecule C2H2ClFO2 at a distorted geometry (ωB97M-V/def2-TZVPD).

## Properties
- ⟨S²⟩: 2.0074
- Energy relative to the best compared isomer or geometry (same formula, charge and spin): 251.8 kJ/mol
- Lowest unoccupied orbital energy (alpha / beta): 0.8 / -3.6 eV
- 2S+1: 3

Geometry (Å):
C1 1.381281 0.890103 -0.155703
C2 -1.044709 -0.746968 0.170639
O1 0.373970 -0.143532 -0.075478
O2 1.593176 2.079132 -0.069326
F1 -1.390873 -0.436753 1.421384
Cl1 -2.182929 -0.003267 -0.938185
H1 2.199114 0.177078 -0.398100
H2 -0.929033 -1.815794 0.044768

Atoms 1-2, force components in eV/Å:
C -1.6123 -8.8407 -0.5659
C 2.5975 3.6424 -0.0373



Entry from OMol25: a cluster of 2 separate species, C2H2ClIO in total at a distorted geometry (ωB97M-V/def2-TZVPD).

## Properties
- Energy relative to the best compared isomer or geometry (same formula, charge and spin): 302.5 kJ/mol
- Lowest unoccupied orbital energy (alpha / beta): -0.6 / -0.3 eV
- 2S+1: 1

Geometry (Å):
C1 -1.256462 0.516457 0.421107
C2 0.777336 -0.584209 -0.447490
O1 -1.320433 1.652460 0.162695
Cl1 0.849363 -2.140287 0.108868
I1 2.167855 0.994519 -0.046025
H1 -1.860604 0.124569 1.290343
H2 0.642948 -0.563510 -1.489498

Atoms 1-2, force components in eV/Å:
C 1.2773 -0.0621 0.2516
C -1.4337 2.6757 0.7404